{
  "formula": "C24H53N4O6",
  "method": "ωB97M-V/def2-TZVPD",
  "species": ["C", "C", "C", "N", "C", "O", "C", "C", "C", "C", "N", "O", "C", "C", "C", "C", "H", "H", "H", "H", "H", "H", "H", "H", "H", "H", "H", "H", "H", "H", "H", "H", "H", "H", "H", "H", "H", "H", "H", "C", "O", "C", "C", "N", "C", "C", "O", "C", "H", "H", "H", "H", "H", "H", "H", "H", "H", "H", "H", "H", "H", "H", "H", "C", "O", "C", "C", "N", "C", "C", "O", "C", "H", "H", "H", "H", "H", "H", "H", "H", "H", "H", "H", "H", "H", "H", "H"],
  "coordinates": [[3.7489, -2.2522, 1.3864], [3.2727, -1.0845, 0.5648], [4.0092, 0.2258, 0.7741], [2.3399, -1.2315, -0.2834], [1.1341, -0.4853, -0.3835], [1.4177, 0.9288, -0.6088], [0.3508, -0.9748, -1.6227], [-0.5143, -2.2221, -1.4281], [0.3431, -3.4929, -1.4525], [-1.4512, -2.3349, -2.6424], [-1.3608, -2.0939, -0.2084], [-2.3370, -1.2776, -0.4000], [-0.6352, -1.7895, 1.0599], [0.0795, -3.0158, 1.6553], [-1.7064, -1.3977, 2.0993], [0.3013, -0.5838, 0.8993], [3.5615, -3.1813, 0.8499], [4.8270, -2.1973, 1.5445], [3.2226, -2.2372, 2.3423], [4.2819, 0.6427, -0.1902], [3.3400, 0.9272, 1.2808], [4.8768, 0.0973, 1.4186], [0.5715, 1.3872, -0.7083], [-0.2627, -0.1498, -1.9888], [1.1054, -1.1576, -2.3871], [0.9585, -3.4419, -2.3516], [-0.2761, -4.3854, -1.5530], [1.0355, -3.5798, -0.6260], [-1.8747, -1.3802, -2.9290], [-2.2436, -3.0524, -2.4251], [-0.8695, -2.7516, -3.4651], [0.1708, -2.8685, 2.7310], [1.0824, -3.1535, 1.2628], [-0.5203, -3.9146, 1.5122], [-2.5720, -2.0533, 2.0202], [-1.2923, -1.4696, 3.1048], [-2.0416, -0.3720, 1.9642], [0.9215, -0.5334, 1.7982], [-0.3343, 0.3051, 0.9225], [-3.4355, 1.0817, -9.2594], [-2.1619, 1.6607, -9.0624], [-2.1927, 2.9908, -8.5597], [-1.6380, 3.0503, -7.1536], [-2.5345, 2.3973, -6.2101], [-1.9816, 2.2212, -4.8720], [-0.7738, 1.3050, -4.7130], [-1.0462, -0.0602, -4.9683], [-0.9442, -0.4578, -6.3221], [-3.2827, 0.1267, -9.7591], [-3.9574, 0.9021, -8.3129], [-4.0646, 1.7126, -9.8951], [-3.2067, 3.4000, -8.5952], [-1.5599, 3.5995, -9.2117], [-1.5173, 4.0981, -6.8623], [-0.6411, 2.5877, -7.1743], [-2.7856, 1.4882, -6.5773], [-2.7806, 1.8229, -4.2415], [-1.7241, 3.2071, -4.4707], [-0.4662, 1.3567, -3.6647], [0.0874, 1.6388, -5.3044], [-0.1897, 0.1220, -6.8605], [-1.9013, -0.3793, -6.8456], [-0.6493, -1.5077, -6.3331], [1.3323, 1.7773, 4.0349], [1.4776, 0.5423, 4.7098], [2.5916, 0.4812, 5.5926], [2.1307, 0.3848, 7.0300], [1.5181, 1.6316, 7.4644], [0.8527, 1.5602, 8.7609], [-0.3632, 0.6494, 8.8884], [-1.4850, 1.0742, 8.1391], [-1.5273, 0.6362, 6.7950], [0.5311, 1.6489, 3.3083], [1.0616, 2.5919, 4.7148], [2.2509, 2.0444, 3.5027], [3.2519, 1.3417, 5.4506], [3.1565, -0.4227, 5.3449], [2.9932, 0.1698, 7.6681], [1.4400, -0.4678, 7.0960], [0.8392, 1.9183, 6.7707], [0.5324, 2.5732, 9.0158], [1.5902, 1.2633, 9.5138], [-0.6782, 0.6751, 9.9348], [-0.1258, -0.3969, 8.6594], [-1.0529, -0.3418, 6.6721], [-1.0551, 1.3517, 6.1150], [-2.5759, 0.5514, 6.5096]],
  "forces_ev_per_angstrom": [[0.826, -0.193, -1.062], [0.618, 0.652, -0.671], [-0.616, -0.014, 0.795], [-1.179, -1.414, 2.010], [0.278, 0.836, -1.473], [0.118, 0.036, 0.160], [0.302, 0.341, 0.566], [-0.042, -0.730, -1.042], [0.100, 0.052, 0.003], [0.103, -0.329, 0.264], [0.811, 1.409, -0.218], [-0.276, -0.351, -0.004], [-0.387, -0.423, 1.226], [0.054, 0.044, -0.179], [-0.003, 0.150, -0.049], [-0.251, -0.022, -0.034], [-0.312, -0.058, 0.181], [-0.036, 0.017, 0.319], [-0.004, -0.002, 0.021], [0.013, 0.081, 0.019], [0.000, 0.157, -0.181], [0.119, -0.015, -0.143], [0.204, -0.100, 0.012], [-0.217, -0.086, 0.147], [-0.124, -0.076, -0.133], [0.003, 0.009, -0.013], [-0.066, 0.000, 0.248], [-0.051, -0.079, 0.073], [-0.091, -0.040, -0.057], [-0.090, 0.090, 0.032], [-0.023, 0.230, -0.144], [0.095, 0.041, -0.008], [-0.034, -0.123, -0.097], [0.076, -0.053, -0.124], [0.011, -0.036, 0.061], [0.054, -0.029, -0.018], [-0.166, -0.052, -0.126], [0.166, 0.065, -0.110], [-0.015, 0.003, -0.131], [0.065, -0.020, -0.034], [-0.129, -0.034, 0.063], [0.195, 0.126, -0.095], [-0.073, -0.167, 0.053], [0.122, -0.035, -0.043], [-0.187, -0.028, -0.006], [0.072, 0.070, 0.184], [0.034, 0.127, -0.115], [-0.019, -0.181, 0.083], [0.019, -0.002, 0.006], [-0.053, 0.044, -0.020], [-0.028, -0.006, 0.016], [-0.026, -0.054, 0.057], [-0.026, 0.005, -0.017], [0.013, -0.006, 0.022], [0.047, 0.106, -0.044], [-0.040, 0.010, 0.003], [0.025, 0.010, 0.038], [0.031, 0.006, -0.026], [0.022, -0.017, -0.006], [-0.055, -0.014, -0.088], [-0.032, 0.035, -0.016], [0.041, 0.078, -0.062], [0.017, 0.004, 0.019], [-0.045, -0.143, -0.058], [-0.005, 0.123, -0.041], [0.083, -0.236, 0.009], [-0.142, 0.114, -0.018], [-0.052, -0.110, -0.020], [0.023, 0.166, -0.058], [-0.004, -0.033, 0.218], [0.050, -0.026, -0.069], [-0.129, 0.050, 0.020], [0.002, 0.013, -0.008], [0.076, 0.030, -0.004], [-0.015, 0.063, 0.002], [-0.059, 0.054, 0.029], [0.014, 0.019, -0.025], [-0.014, -0.002, 0.022], [0.099, -0.079, 0.005], [0.017, 0.030, -0.004], [-0.005, -0.012, 0.042], [0.004, -0.038, -0.015], [-0.019, -0.004, -0.007], [0.021, 0.028, -0.099], [0.042, 0.017, -0.012], [0.063, -0.067, -0.025], [-0.007, -0.004, 0.022]],
  "lowdin_spin": [0.00, 0.00, 0.00, 0.00, 0.00, 0.00, 0.02, 0.03, 0.00, 0.00, 0.37, 0.54, 0.03, 0.00, 0.00, 0.02, 0.00, 0.00, 0.00, 0.00, 0.00, 0.00, 0.00, 0.00, 0.00, 0.00, 0.00, 0.00, 0.00, 0.00, 0.00, 0.00, 0.00, 0.00, 0.00, 0.00, 0.00, 0.00, 0.00, 0.00, 0.00, 0.00, 0.00, 0.00, 0.00, 0.00, 0.00, 0.00, 0.00, 0.00, 0.00, 0.00, 0.00, 0.00, 0.00, 0.00, 0.00, 0.00, 0.00, 0.00, 0.00, 0.00, 0.00, 0.00, 0.00, 0.00, 0.00, 0.00, 0.00, 0.00, 0.00, 0.00, 0.00, 0.00, 0.00, 0.00, 0.00, 0.00, 0.00, 0.00, 0.00, 0.00, 0.00, 0.00, 0.00, 0.00, 0.00],
  "spin_multiplicity": 2,
  "total_energy_ev": -43987.3022
}